{
  "formula": "C17H49BNO8P",
  "method": "the ωB97M-V functional and the def2-TZVPD basis",
  "species": ["C", "C", "P", "C", "N", "B", "O", "O", "C", "C", "H", "H", "H", "H", "H", "H", "H", "H", "H", "H", "H", "H", "H", "C", "C", "O", "H", "H", "H", "H", "H", "H", "C", "C", "O", "H", "H", "H", "H", "H", "H", "C", "C", "O", "H", "H", "H", "H", "H", "H", "C", "C", "O", "H", "H", "H", "H", "H", "H", "C", "C", "O", "H", "H", "H", "H", "H", "H", "C", "C", "O", "H", "H", "H", "H", "H", "H"],
  "positions_angstrom": [[0.677127, -5.120205, 1.446553], [0.160258, -4.053641, 1.235278], [-0.459457, -2.261296, 0.844649], [-0.955092, -0.461074, 0.255699], [-1.253112, -0.417033, -1.185688], [-1.695045, -2.269640, 2.330268], [-1.394283, -1.436698, 3.381419], [-2.818614, -3.051309, 2.336339], [-4.022347, -2.425538, 1.843691], [-4.495747, -3.180850, 0.617980], [1.225596, -6.018684, 1.634371], [0.853931, -1.823738, 1.051640], [-0.907008, -2.768465, -0.389282], [-1.805598, -0.041274, 0.795391], [-0.085446, 0.172738, 0.424384], [-2.051968, -0.999748, -1.404026], [-0.459764, -0.822357, -1.671886], [-2.105816, -0.833469, 3.618605], [-4.771190, -2.457601, 2.630767], [-3.815173, -1.384161, 1.587710], [-5.463646, -2.821805, 0.282758], [-3.745997, -3.085529, -0.162902], [-4.559508, -4.230980, 0.887697], [3.054265, -4.095100, -2.074179], [1.771057, -3.355969, -2.393479], [1.488224, -2.351870, -1.414737], [2.988013, -4.551624, -1.086093], [3.249349, -4.873375, -2.813004], [3.903708, -3.408167, -2.067361], [0.923165, -4.039722, -2.378507], [1.824258, -2.898876, -3.385892], [2.219531, -1.724146, -1.408103], [0.472298, -6.412277, -4.435190], [0.186741, -5.310932, -5.438307], [1.384802, -4.715254, -5.931245], [1.057081, -6.018960, -3.603721], [-0.451194, -6.840188, -4.043202], [1.055445, -7.215723, -4.891291], [-0.379250, -4.505953, -4.971565], [-0.403959, -5.697156, -6.275604], [1.900189, -5.401764, -6.364237], [-2.298640, 4.027387, -0.638501], [-2.668343, 3.350025, -1.945099], [-1.530402, 2.780986, -2.582646], [-1.554799, 4.804155, -0.797031], [-3.174530, 4.476912, -0.167092], [-1.866685, 3.303037, 0.055698], [-3.085429, 4.068736, -2.649705], [-3.418253, 2.569114, -1.771173], [-1.161913, 2.118377, -1.984866], [0.791715, 5.505763, 3.297831], [0.121763, 6.318095, 2.205825], [-0.996117, 5.629952, 1.647933], [1.117370, 4.542102, 2.903251], [1.658567, 6.030643, 3.702894], [0.101351, 5.306751, 4.118447], [0.808872, 6.498464, 1.380355], [-0.201782, 7.289275, 2.596067], [-1.624073, 5.470298, 2.358539], [2.166982, 2.045374, 6.509118], [2.091996, 3.500203, 6.085049], [0.789602, 4.048656, 6.279263], [1.441286, 1.450762, 5.954089], [3.162381, 1.636246, 6.332497], [1.937345, 1.940214, 7.572118], [2.305722, 3.599366, 5.022408], [2.827184, 4.097093, 6.635440], [0.581058, 3.985960, 7.215796], [1.770790, 3.573474, -3.134100], [2.715873, 2.387641, -3.087958], [2.402297, 1.503218, -2.008444], [1.810234, 4.131496, -2.197824], [2.021628, 4.246351, -3.955680], [0.745245, 3.225988, -3.265903], [3.744719, 2.708327, -2.931299], [2.674817, 1.833278, -4.031823], [1.496364, 1.205731, -2.139137]],
  "forces_ev_per_a": [[0.50, -0.55, 0.15], [-0.14, 0.52, -0.20], [0.15, -0.21, 0.03], [0.00, -0.41, -0.56], [0.22, 0.35, 0.23], [0.19, -0.29, 0.80], [0.21, 0.51, -0.71], [-0.25, 0.49, -0.45], [0.08, -0.36, -0.18], [0.33, 0.00, 0.42], [-0.25, 0.07, -0.01], [0.05, -0.09, 0.26], [-0.21, 0.00, -0.07], [-0.06, 0.11, 0.13], [-0.01, 0.21, 0.21], [-0.07, -0.02, -0.06], [-0.04, -0.14, -0.16], [-0.15, -0.28, 0.48], [-0.03, 0.06, 0.14], [-0.13, 0.17, 0.06], [-0.08, 0.05, -0.14], [-0.07, 0.01, -0.25], [-0.15, -0.15, -0.09], [-0.01, -0.01, 0.11], [0.17, 0.11, 0.00], [-0.06, 0.13, -0.12], [-0.04, -0.03, -0.01], [0.01, 0.02, -0.03], [0.01, -0.01, -0.07], [-0.07, 0.05, 0.05], [-0.04, -0.08, -0.04], [0.05, 0.01, -0.01], [0.08, 0.04, 0.03], [0.14, -0.13, -0.09], [-0.08, 0.06, 0.11], [-0.04, -0.01, 0.04], [0.00, 0.00, -0.01], [-0.06, -0.03, -0.04], [0.01, 0.04, -0.02], [-0.08, 0.02, 0.04], [0.03, 0.00, -0.02], [-0.02, -0.10, -0.13], [0.13, -0.14, 0.17], [0.04, 0.09, -0.04], [-0.01, 0.05, -0.01], [0.01, 0.01, 0.02], [-0.03, 0.00, 0.04], [0.01, -0.01, -0.05], [-0.06, 0.05, -0.03], [-0.18, -0.20, -0.02], [-0.04, -0.03, -0.09], [-0.11, -0.10, 0.16], [0.11, 0.10, -0.01], [0.04, 0.02, -0.04], [-0.01, 0.01, 0.02], [0.04, 0.04, 0.06], [-0.04, 0.00, -0.05], [0.08, 0.04, -0.02], [-0.02, -0.03, 0.01], [-0.10, 0.01, -0.02], [-0.05, -0.03, 0.18], [0.04, -0.03, -0.06], [0.02, -0.01, -0.04], [0.01, 0.01, 0.01], [0.06, 0.00, 0.02], [-0.02, 0.04, -0.02], [0.06, -0.01, -0.06], [-0.03, 0.00, 0.03], [0.02, -0.13, 0.08], [-0.17, -0.02, -0.02], [0.09, -0.04, -0.02], [0.04, 0.01, 0.00], [0.00, -0.02, -0.01], [-0.04, 0.11, -0.07], [0.03, -0.05, 0.06], [0.07, 0.06, -0.04], [-0.06, 0.03, 0.03]],
  "lumo_energy_ha": 0.0137,
  "gap_ev": 8.180,
  "total_energy_ev": -46255.0284,
  "smiles": "C#C[PH2](CN)B(O)OCC.CCO.CCO.CCO.CCO.CCO.CCO",
  "total_charge": 0,
  "max_force_ev_per_a": 0.897
}